No. 1
{"formula": "C3H11N4", "method": "ωB97M-V with the def2-TZVPD basis set", "homo_energy_ha": -0.452, "de_lowest_kj_mol": 129.0, "charge": 1, "multiplicity": 1, "e_lumo_ha": -0.1817, "symbols": ["C", "C", "C", "N", "N", "N", "N", "H", "H", "H", "H", "H", "H", "H", "H", "H", "H", "H"], "xyz": [[3.087, -0.471, -0.380], [-1.617, -0.854, 0.264], [-1.021, 0.537, 0.100], [3.972, 0.085, 0.368], [-3.048, -0.833, 0.035], [-1.918, 1.514, -0.085], [0.253, 0.666, 0.129], [2.026, -0.183, -0.286], [-1.102, -1.516, -0.440], [-1.372, -1.191, 1.274], [3.730, 0.816, 1.033], [-3.596, -1.085, 0.844], [-3.334, -1.370, -0.770], [-1.642, 2.463, -0.265], [-2.888, 1.245, -0.170], [4.955, -0.182, 0.331], [3.385, -1.256, -1.061], [0.556, 1.634, 0.049]]}



No. 2
{"formula": "CH5ClN3S", "method": "ωB97M-V with the def2-TZVPD basis set", "homo_energy_ha": [-0.530, -0.531], "de_lowest_kj_mol": 2.0, "charge": 1, "multiplicity": 1, "e_lumo_ha": [-0.2707, -0.2707], "symbols": ["C", "N", "N", "N", "S", "Cl", "H", "H", "H", "H", "H"], "xyz": [[-1.236, -0.138, -0.801], [-1.417, -1.428, -1.146], [-0.181, 0.189, 0.062], [0.537, -0.643, 0.588], [-2.000, 1.160, -1.488], [0.589, 2.602, 1.753], [-0.660, -2.015, -0.846], [-1.951, -1.412, -1.991], [-0.270, 1.249, 0.192], [1.357, -0.547, 1.115], [0.715, 3.135, 0.542]]}



No. 3
{"formula": "C7H8S", "method": "ωB97M-V with the def2-TZVPD basis set", "homo_energy_ha": -0.319, "de_lowest_kj_mol": 524.5, "multiplicity": 1, "e_lumo_ha": -0.0231, "symbols": ["C", "C", "C", "C", "C", "C", "C", "S", "H", "H", "H", "H", "H", "H", "H", "H"], "xyz": [[-1.685, -1.242, -0.257], [0.775, -1.603, -0.023], [-0.841, -2.396, -0.093], [-1.408, 0.112, -0.123], [1.472, -0.387, 0.035], [-2.537, 1.063, -0.167], [2.808, -0.060, 0.339], [0.162, 0.813, 0.187], [-2.803, -1.494, -0.348], [1.564, -2.361, -0.004], [-2.280, 1.718, 0.645], [-3.494, 0.595, 0.005], [-2.589, 1.871, -0.968], [2.852, 0.727, 1.059], [3.347, 0.335, -0.534], [3.362, -1.096, 0.497]]}



No. 4
{"formula": "C46H95N5O8", "method": "ωB97M-V with the def2-TZVPD basis set", "homo_energy_ha": 0.013, "charge": -2, "multiplicity": 1, "e_lumo_ha": 0.1475, "symbols": ["C", "O", "O", "O", "C", "C", "C", "C", "C", "C", "N", "O", "C", "C", "C", "H", "H", "H", "H", "H", "H", "H", "H", "H", "H", "H", "H", "H", "H", "H", "H", "H", "H", "H", "C", "C", "C", "C", "C", "C", "N", "O", "C", "C", "C", "H", "H", "H", "H", "H", "H", "H", "H", "H", "H", "H", "H", "H", "H", "H", "H", "H", "H", "H", "C", "C", "C", "C", "C", "C", "N", "O", "C", "C", "C", "H", "H", "H", "H", "H", "H", "H", "H", "H", "H", "H", "H", "H", "H", "H", "H", "H", "H", "H", "C", "C", "C", "C", "C", "C", "N", "O", "C", "C", "C", "H", "H", "H", "H", "H", "H", "H", "H", "H", "H", "H", "H", "H", "H", "H", "H", "H", "H", "H", "C", "C", "C", "C", "C", "C", "N", "O", "C", "C", "C", "H", "H", "H", "H", "H", "H", "H", "H", "H", "H", "H", "H", "H", "H", "H", "H", "H", "H", "H"], "xyz": [[0.329, 0.296, 1.456], [0.985, 1.005, 2.345], [0.768, -0.924, 1.227], [-0.852, 0.680, 1.118], [-2.075, 5.568, -1.053], [-1.304, 5.145, 0.194], [0.020, 5.922, 0.328], [-0.164, 7.345, 0.945], [-1.011, 7.311, 2.202], [-2.349, 6.536, 2.085], [-2.088, 5.261, 1.425], [-3.196, 4.403, 1.474], [-2.808, 6.310, 3.518], [-3.446, 7.349, 1.349], [-0.894, 3.669, -0.004], [-2.114, 6.659, -1.138], [-3.108, 5.216, -1.047], [-1.581, 5.198, -1.952], [0.800, 5.473, 0.938], [0.376, 6.133, -0.684], [-0.527, 8.053, 0.194], [0.840, 7.693, 1.207], [-1.200, 8.376, 2.395], [-0.443, 6.952, 3.059], [-1.997, 6.115, 4.216], [-3.290, 7.239, 3.847], [-3.609, 5.579, 3.627], [-3.813, 8.169, 1.974], [-3.112, 7.740, 0.391], [-4.348, 6.736, 1.261], [-0.265, 3.202, 0.754], [-0.293, 3.581, -0.919], [-1.814, 3.126, -0.218], [-3.747, 4.701, 0.730], [2.623, -5.944, 0.873], [1.206, -5.563, 0.444], [0.449, -6.920, 0.472], [-1.072, -6.748, 0.319], [-1.579, -5.869, 1.470], [-0.862, -4.488, 1.480], [0.584, -4.727, 1.465], [1.346, -3.567, 1.662], [-1.391, -3.702, 0.294], [-1.278, -3.757, 2.753], [1.232, -5.042, -0.999], [3.311, -5.105, 0.761], [2.945, -6.815, 0.297], [2.636, -6.240, 1.923], [0.744, -7.639, -0.298], [0.640, -7.356, 1.456], [-1.561, -7.727, 0.282], [-1.260, -6.324, -0.671], [-1.302, -6.362, 2.405], [-2.650, -5.747, 1.302], [-0.810, -2.775, 0.151], [-1.319, -4.148, -0.699], [-2.383, -3.262, 0.428], [-1.106, -2.685, 2.628], [-2.321, -3.964, 3.002], [-0.698, -4.079, 3.621], [2.021, -5.551, -1.558], [1.402, -3.968, -1.142], [0.297, -5.157, -1.554], [1.064, -2.957, 0.946], [4.189, 0.513, 2.025], [5.295, -0.349, 1.396], [6.649, 0.136, 1.955], [7.859, -0.792, 1.802], [7.494, -2.177, 2.358], [6.158, -2.716, 1.787], [5.095, -1.721, 1.926], [3.874, -2.264, 1.448], [6.427, -3.246, 0.358], [5.788, -3.958, 2.643], [5.318, -0.236, -0.131], [4.385, 1.514, 1.618], [4.156, 0.586, 3.105], [3.245, 0.150, 1.610], [6.915, 1.053, 1.408], [6.477, 0.562, 2.947], [8.647, -0.361, 2.422], [8.110, -0.773, 0.742], [7.440, -2.143, 3.446], [8.255, -2.892, 2.029], [7.133, -2.611, -0.188], [7.006, -4.176, 0.352], [5.499, -3.444, -0.176], [6.549, -4.723, 2.499], [5.854, -3.600, 3.678], [4.761, -4.310, 2.588], [6.247, -0.600, -0.568], [5.181, 0.797, -0.448], [4.466, -0.795, -0.529], [3.984, -2.176, 0.488], [3.008, 0.384, -4.303], [2.008, 1.021, -3.330], [1.138, 2.075, -4.050], [0.143, 1.504, -5.087], [-0.753, 0.487, -4.386], [0.042, -0.575, -3.588], [1.066, 0.070, -2.754], [1.531, -0.791, -1.771], [-0.993, -1.289, -2.737], [0.633, -1.698, -4.489], [2.723, 1.799, -2.257], [3.722, 1.089, -4.740], [2.524, -0.157, -5.115], [3.629, -0.360, -3.793], [0.557, 2.650, -3.329], [1.796, 2.753, -4.602], [0.701, 1.128, -5.948], [-0.397, 2.389, -5.439], [-1.425, 0.031, -5.122], [-1.441, 0.969, -3.689], [-0.473, -1.986, -2.075], [-1.520, -0.622, -2.043], [-1.806, -1.804, -3.251], [0.856, -1.303, -5.492], [1.585, -2.078, -4.119], [-0.014, -2.537, -4.758], [3.261, 2.678, -2.613], [3.393, 1.174, -1.662], [1.969, 2.168, -1.555], [1.091, -0.520, -0.935], [-5.378, -0.403, 2.688], [-5.103, -0.473, 1.152], [-6.372, -1.083, 0.565], [-6.521, -0.858, -0.948], [-6.550, 0.630, -1.165], [-5.246, 1.341, -0.670], [-4.914, 0.905, 0.696], [-3.749, 1.493, 1.172], [-4.014, 1.124, -1.577], [-5.682, 2.815, -0.701], [-3.877, -1.391, 1.002], [-4.639, 0.233, 3.183], [-5.298, -1.378, 3.169], [-6.321, 0.107, 2.901], [-6.329, -2.170, 0.698], [-7.276, -0.790, 1.102], [-7.430, -1.369, -1.283], [-5.733, -1.330, -1.544], [-7.424, 1.023, -0.640], [-6.610, 0.941, -2.212], [-3.415, 2.031, -1.595], [-3.485, 0.206, -1.322], [-4.317, 0.922, -2.614], [-6.327, 3.044, 0.152], [-4.863, 3.499, -0.456], [-6.138, 3.103, -1.646], [-3.845, -2.145, 1.782], [-2.935, -0.829, 1.079], [-3.798, -1.748, -0.032], [-3.000, 1.024, 0.751]]}



No. 5
{"formula": "C30H34N8O3OsSi", "method": "ωB97M-V with the def2-TZVPD basis set", "homo_energy_ha": [-0.521, -0.529], "de_lowest_kj_mol": 0.0, "charge": 2, "multiplicity": 5, "s_squared": 6.021, "e_lumo_ha": [-0.2858, -0.3328], "symbols": ["Os", "C", "C", "N", "C", "C", "N", "C", "C", "C", "C", "C", "N", "C", "C", "N", "C", "C", "N", "C", "C", "C", "N", "C", "C", "H", "H", "H", "H", "H", "H", "H", "H", "H", "H", "H", "H", "C", "Si", "C", "C", "C", "H", "H", "H", "H", "H", "H", "H", "H", "H", "H", "H", "C", "C", "C", "C", "C", "C", "O", "N", "C", "O", "N", "C", "O", "H", "H", "H", "H", "H", "H", "H", "H", "H", "H", "H"], "xyz": [[-13.660, 9.609, 9.041], [-9.622, 9.250, 10.510], [-10.847, 8.933, 9.964], [-11.798, 9.888, 9.881], [-11.459, 11.163, 10.331], [-10.153, 11.416, 10.785], [-9.233, 10.448, 10.902], [-12.521, 12.130, 10.180], [-12.457, 13.516, 10.474], [-13.519, 14.358, 10.097], [-14.631, 13.754, 9.491], [-14.635, 12.364, 9.228], [-13.624, 11.576, 9.615], [-15.613, 11.714, 8.431], [-16.662, 12.259, 7.739], [-17.529, 11.530, 7.064], [-17.381, 10.198, 7.106], [-16.309, 9.558, 7.667], [-15.424, 10.320, 8.338], [-13.427, 15.820, 10.370], [-12.206, 16.420, 10.669], [-12.185, 17.756, 11.035], [-13.290, 18.470, 11.105], [-14.462, 17.964, 10.738], [-14.578, 16.654, 10.328], [-8.906, 8.467, 10.713], [-11.071, 7.909, 9.617], [-9.876, 12.352, 11.265], [-11.604, 13.863, 11.070], [-15.510, 14.343, 9.191], [-16.889, 13.324, 7.825], [-18.211, 9.646, 6.644], [-16.210, 8.487, 7.574], [-11.224, 15.907, 10.660], [-11.254, 18.267, 11.334], [-15.309, 18.678, 10.834], [-15.567, 16.252, 10.027], [-13.235, 6.086, 10.995], [-14.866, 6.979, 10.814], [-15.953, 6.770, 12.381], [-15.702, 6.293, 9.328], [-14.489, 8.910, 10.842], [-13.320, 5.102, 11.494], [-12.488, 6.625, 11.599], [-12.782, 5.836, 9.983], [-16.321, 5.719, 12.482], [-16.838, 7.426, 12.362], [-15.348, 6.967, 13.261], [-15.659, 5.213, 9.471], [-15.150, 6.564, 8.423], [-16.766, 6.492, 9.170], [-13.779, 8.972, 11.675], [-15.399, 9.415, 11.217], [-9.788, 9.314, 5.863], [-10.500, 10.459, 5.102], [-12.056, 10.306, 4.946], [-12.546, 11.489, 4.122], [-14.055, 11.599, 3.787], [-12.470, 8.964, 4.327], [-12.348, 8.723, 3.150], [-12.917, 7.977, 5.190], [-13.280, 8.122, 6.515], [-13.704, 7.187, 7.163], [-13.057, 9.359, 7.030], [-12.602, 10.481, 6.361], [-12.538, 11.557, 6.982], [-8.714, 9.558, 5.942], [-9.783, 8.359, 5.323], [-10.205, 9.203, 6.881], [-10.060, 10.582, 4.116], [-10.366, 11.394, 5.714], [-11.957, 11.550, 3.221], [-12.261, 12.367, 4.659], [-14.399, 10.913, 3.005], [-14.237, 12.632, 3.428], [-14.701, 11.428, 4.669], [-13.106, 7.078, 4.756]]}



No. 6
{"formula": "C7H11NO", "method": "ωB97M-V with the def2-TZVPD basis set", "homo_energy_ha": [-0.143, -0.329], "de_lowest_kj_mol": 292.1, "multiplicity": 3, "s_squared": 2.017, "e_lumo_ha": [0.0235, -0.1194], "symbols": ["C", "C", "C", "C", "C", "C", "C", "N", "O", "H", "H", "H", "H", "H", "H", "H", "H", "H", "H", "H"], "xyz": [[-1.135, -4.350, -0.760], [-0.758, -3.358, -0.203], [0.555, -1.201, -0.456], [0.209, 0.540, 1.433], [1.473, 1.152, -0.553], [-1.005, 0.472, -0.901], [0.326, 0.263, -0.064], [-0.391, -2.233, 0.296], [1.378, -1.523, -1.230], [-1.159, -5.134, -1.393], [-0.291, 1.447, 1.580], [-0.455, -0.145, 1.947], [1.142, 0.433, 1.849], [1.702, 1.067, -1.565], [2.398, 0.937, -0.065], [0.991, 2.118, -0.148], [-0.689, 0.083, -1.922], [-1.842, -0.021, -0.528], [-1.306, 1.508, -0.887], [-0.973, -1.747, 0.876]]}



No. 7
{"formula": "CH4N2O2", "method": "ωB97M-V with the def2-TZVPD basis set", "homo_energy_ha": -0.370, "de_lowest_kj_mol": 224.9, "multiplicity": 1, "e_lumo_ha": 0.0194, "symbols": ["C", "H", "H", "H", "H", "N", "N", "O", "O"], "xyz": [[-0.488, 0.089, 0.036], [-1.833, -1.254, -0.693], [-2.487, 0.389, 0.376], [0.502, -1.437, 0.889], [1.557, 0.758, 0.462], [-1.685, -0.475, -0.039], [0.647, -0.779, 0.026], [-0.323, 1.249, -0.012], [1.880, -0.025, -0.133]]}



No. 8
{"formula": "C5H13NO", "method": "ωB97M-V with the def2-TZVPD basis set", "homo_energy_ha": -0.311, "de_lowest_kj_mol": 400.3, "multiplicity": 1, "e_lumo_ha": 0.0344, "symbols": ["C", "C", "C", "C", "C", "N", "O", "H", "H", "H", "H", "H", "H", "H", "H", "H", "H", "H", "H", "H"], "xyz": [[-0.503, 0.580, -1.149], [-0.281, -0.466, 0.551], [-0.442, 2.016, -0.704], [0.387, 0.036, 1.834], [-0.180, -1.979, 0.362], [0.561, 0.142, -1.914], [1.715, 0.119, -1.167], [1.232, -0.199, -0.215], [0.402, -0.769, -2.342], [-1.453, 0.272, -1.587], [-1.346, -0.266, 0.709], [-1.178, 2.203, 0.077], [0.550, 2.262, -0.332], [-0.667, 2.672, -1.549], [-0.096, -0.394, 2.718], [1.441, -0.243, 1.868], [0.863, -2.299, 0.335], [-0.682, -2.516, 1.171], [0.327, 1.122, 1.910], [-0.651, -2.293, -0.573]]}



Copy entry 3 word for word.
{"formula": "C7H8S", "method": "ωB97M-V with the def2-TZVPD basis set", "homo_energy_ha": -0.319, "de_lowest_kj_mol": 524.5, "multiplicity": 1, "e_lumo_ha": -0.0231, "symbols": ["C", "C", "C", "C", "C", "C", "C", "S", "H", "H", "H", "H", "H", "H", "H", "H"], "xyz": [[-1.685, -1.242, -0.257], [0.775, -1.603, -0.023], [-0.841, -2.396, -0.093], [-1.408, 0.112, -0.123], [1.472, -0.387, 0.035], [-2.537, 1.063, -0.167], [2.808, -0.060, 0.339], [0.162, 0.813, 0.187], [-2.803, -1.494, -0.348], [1.564, -2.361, -0.004], [-2.280, 1.718, 0.645], [-3.494, 0.595, 0.005], [-2.589, 1.871, -0.968], [2.852, 0.727, 1.059], [3.347, 0.335, -0.534], [3.362, -1.096, 0.497]]}



- What is the formula in the second record?
  CH5ClN3S